C68H181N15O19 | ωB97M-V/def2-TZVPD

Last column: Mulliken charge in e.
Element x y z (Å)
C1 5.38 1.42 -5.07  -0.2914
O1 6.68 0.92 -4.86  -0.5314
C2 6.93 0.65 -3.50  0.8122
C3 8.40 0.17 -3.36  -1.5957
N1 8.65 0.09 -1.92  1.0748
C4 10.05 0.25 -1.63  -0.9502
C5 10.38 0.05 -0.19  -0.2992
O2 10.00 -1.29 0.12  -0.2324
C6 10.25 -1.57 1.51  -0.6515
H1 5.23 2.28 -4.36  0.2388
H2 4.67 0.62 -4.80  -0.0361
H3 5.34 1.71 -6.12  0.3285
H4 6.18 -0.10 -3.03  -0.3689
H5 6.76 1.57 -2.91  0.5237
H6 9.03 0.95 -3.76  0.4394
H7 8.54 -0.77 -3.87  0.2753
H8 8.34 -0.83 -1.55  -0.6427
H9 10.42 1.24 -1.93  0.4609
H10 10.67 -0.48 -2.19  0.4127
H11 9.79 0.72 0.42  0.0642
H12 11.45 0.20 0.11  0.4331
H13 9.84 -2.55 1.75  0.2407
H14 9.72 -0.81 2.10  0.1651
H15 11.31 -1.48 1.72  0.3240
C7 -9.17 -4.75 0.40  -0.7590
O3 -7.87 -4.52 0.87  -0.2760
C8 -7.88 -3.68 2.02  -0.2741
C9 -7.66 -2.21 1.68  -0.4120
N2 -6.45 -2.02 0.94  0.2323
C10 -6.00 -0.67 0.92  -1.2794
C11 -4.74 -0.47 0.14  1.3619
O4 -4.85 -0.95 -1.17  0.6076
C12 -5.65 -0.16 -2.04  -0.7556
H16 -9.06 -5.37 -0.49  0.2455
H17 -9.75 -3.87 0.13  0.3008
H18 -9.75 -5.26 1.20  0.3022
H19 -7.02 -4.03 2.60  -0.0966
H20 -8.84 -3.67 2.57  0.4783
H21 -7.67 -1.59 2.60  0.0445
H22 -8.54 -1.86 1.08  0.4413
H23 -6.41 -2.51 0.07  0.1908
H24 -5.77 -0.35 1.94  0.4813
H25 -6.76 0.05 0.51  0.1937
H26 -3.94 -1.09 0.60  -1.5082
H27 -4.52 0.62 0.13  0.0796
H28 -5.59 -0.68 -2.99  0.0662
H29 -5.22 0.85 -2.03  0.1319
H30 -6.70 -0.12 -1.79  0.3041
C13 -7.46 1.14 5.50  -0.8232
O5 -7.32 2.06 4.44  -0.1673
C14 -8.57 2.64 4.01  -0.7931
C15 -8.23 3.76 3.00  -0.4280
N3 -7.58 3.22 1.83  -0.2568
C16 -7.02 4.28 0.98  -1.0873
C17 -5.75 4.92 1.46  -0.4283
O6 -4.62 4.05 1.41  -0.1746
C18 -4.05 3.89 0.10  -0.5986
H31 -6.45 0.76 5.73  0.1426
H32 -8.07 0.26 5.20  0.2908
H33 -7.95 1.55 6.40  0.3425
H34 -9.16 3.09 4.85  0.3851
H35 -9.18 1.83 3.53  0.3171
H36 -7.57 4.49 3.50  0.2758
H37 -9.16 4.28 2.74  0.4172
H38 -6.79 2.74 2.24  0.1598
H39 -7.70 5.09 0.79  0.4904
H40 -6.71 3.80 0.06  0.3185
H41 -5.78 5.29 2.50  0.3259
H42 -5.50 5.71 0.76  0.3892
H43 -3.30 3.11 0.17  -0.0508
H44 -3.71 4.84 -0.31  0.5336
H45 -4.77 3.59 -0.69  0.1814
C19 2.62 -0.08 1.94  -0.7383
O7 1.79 0.06 3.08  1.0539
C20 2.47 -0.32 4.27  -1.3780
C21 1.49 -0.41 5.43  0.2681
N4 2.17 -0.95 6.61  -0.3579
C22 1.29 -1.00 7.80  -0.2296
C23 1.35 0.31 8.55  -0.5645
O8 0.45 0.19 9.63  -0.3151
C24 0.73 1.05 10.68  -0.8000
H46 3.19 -1.04 2.05  0.4009
H47 3.35 0.75 1.90  0.0037
H48 1.96 -0.10 1.08  -0.2519
H49 3.27 0.38 4.57  0.2309
H50 2.93 -1.36 4.18  0.3904
H51 0.56 -0.95 5.14  -0.0283
H52 1.17 0.59 5.75  0.1532
H53 2.51 -1.86 6.35  0.3094
H54 1.59 -1.77 8.53  0.4094
H55 0.24 -1.18 7.50  0.0587
H56 1.00 1.15 7.93  0.1541
H57 2.36 0.49 8.95  0.4872
H58 -0.10 1.06 11.40  0.2607
H59 0.83 2.09 10.32  0.3286
H60 1.71 0.83 11.13  0.3071
C25 5.40 2.40 -0.48  -0.3689
C26 6.62 2.74 0.36  0.3246
C27 6.84 1.75 1.53  -0.0947
O9 8.01 2.16 2.19  -0.3374
C28 8.19 1.63 3.47  -0.8715
N5 7.80 2.87 -0.42  -0.5527
H61 4.51 2.33 0.16  -0.0869
H62 5.48 1.49 -1.03  -0.3068
H63 5.28 3.24 -1.19  0.3803
H64 6.41 3.70 0.85  0.3704
H65 6.97 0.75 1.04  -0.3272
H66 5.97 1.75 2.22  0.5030
H67 7.53 2.05 4.24  0.3317
H68 9.17 1.93 3.80  0.3271
H69 8.08 0.54 3.61  0.2878
H70 7.97 2.06 -1.00  -0.1788
H71 8.62 3.20 0.07  0.3736
C29 -1.90 -3.61 -1.37  0.1028
C30 -1.70 -5.07 -1.80  0.4607
C31 -2.19 -6.08 -0.78  -1.0362
O10 -1.55 -5.83 0.47  -0.2306
C32 -1.85 -6.79 1.53  -1.0211
N6 -2.23 -5.26 -3.15  -0.4556
H72 -1.38 -2.99 -2.11  -0.3394
H73 -1.56 -3.32 -0.37  -0.2038
H74 -2.95 -3.36 -1.42  0.6875
H75 -0.61 -5.17 -1.93  -0.1702
H76 -1.98 -7.11 -1.10  0.4729
H77 -3.32 -6.05 -0.75  0.3429
H78 -1.49 -7.72 1.15  0.4503
H79 -2.91 -6.83 1.63  0.3844
H80 -1.26 -6.53 2.41  0.1897
H81 -2.48 -6.23 -3.33  0.2919
H82 -3.05 -4.69 -3.31  0.0054
C33 1.56 3.27 -5.68  -1.3316
C34 0.75 2.07 -6.07  1.7605
C35 -0.82 2.24 -6.20  -0.9787
O11 -1.44 2.48 -4.91  0.3469
C36 -2.84 2.64 -4.90  -1.0585
N7 1.15 1.63 -7.41  -0.7178
H83 1.39 3.69 -4.66  0.0717
H84 1.38 4.08 -6.39  0.3613
H85 2.63 3.08 -5.80  0.2427
H86 0.94 1.33 -5.27  -0.5145
H87 -1.14 1.27 -6.69  0.1870
H88 -1.15 3.01 -6.91  0.3488
H89 -3.17 3.52 -5.51  0.3550
H90 -3.12 2.81 -3.87  0.2155
H91 -3.28 1.73 -5.30  0.3038
H92 0.64 0.82 -7.75  0.2817
H93 2.13 1.41 -7.44  0.2571
C37 -2.11 0.64 3.53  1.3066
C38 -3.41 1.04 4.27  0.5669
C39 -3.19 2.21 5.28  -0.8908
O12 -2.09 1.97 6.15  -0.3518
C40 -2.27 0.85 7.00  0.1124
N8 -4.44 1.46 3.27  0.8252
H94 -2.41 -0.07 2.75  -0.7277
H95 -1.28 0.30 4.15  -0.3220
H96 -1.77 1.55 3.01  -0.3225
H97 -3.82 0.21 4.87  0.1153
H98 -4.08 2.50 5.88  0.2466
H99 -2.93 3.15 4.78  0.1360
H100 -1.39 0.76 7.60  -0.1705
H101 -2.43 -0.08 6.43  -0.0629
H102 -3.11 1.01 7.69  0.3169
H103 -5.33 1.66 3.71  -0.1771
H104 -4.12 2.30 2.78  -0.3697
C41 2.13 -2.97 -2.15  0.5723
C42 1.93 -3.26 -3.66  0.7361
C43 3.21 -3.45 -4.51  -1.1820
O13 4.12 -2.49 -4.21  0.3985
C44 5.08 -2.22 -5.18  -0.6822
N9 1.12 -4.42 -3.98  -0.6946
H105 3.01 -3.44 -1.70  -0.5180
H106 1.28 -3.46 -1.66  0.1184
H107 2.12 -1.90 -1.91  -0.3935
H108 1.39 -2.37 -3.96  -0.0648
H109 2.83 -3.43 -5.54  0.3253
H110 3.61 -4.45 -4.31  0.2676
H111 5.70 -3.12 -5.39  0.3040
H112 5.74 -1.46 -4.77  0.0635
H113 4.66 -1.84 -6.14  0.2613
H114 0.14 -4.39 -3.80  0.1453
H115 1.43 -5.23 -3.45  0.3129
C45 -1.00 -0.26 -0.90  -0.4635
C46 -0.39 1.14 -1.14  0.4219
C47 0.80 1.18 -2.09  -0.6355
O14 1.90 0.49 -1.50  1.1947
C48 3.13 0.45 -2.23  -0.9748
N10 -1.49 1.93 -1.62  1.0840
H116 -0.26 -0.98 -0.56  0.1345
H117 -1.41 -0.67 -1.84  0.0190
H118 -1.89 -0.30 -0.25  -0.1664
H119 -0.06 1.59 -0.21  -0.1463
H120 1.02 2.23 -2.32  0.1534
H121 0.57 0.71 -3.05  -0.2591
H122 3.05 -0.26 -3.04  0.4703
H123 3.87 0.02 -1.55  -0.4611
H124 3.42 1.41 -2.63  0.5742
H125 -1.89 1.59 -2.47  -0.4368
H126 -1.20 2.92 -1.68  -0.3829
C49 -0.36 5.42 3.03  -1.7710
C50 0.29 4.08 2.88  2.1091
C51 1.80 4.20 2.37  -0.9255
O15 1.95 4.78 1.10  -0.1062
C52 3.31 5.10 0.94  -0.8295
N11 0.24 3.29 4.08  -0.4760
H127 -0.07 6.06 2.19  0.3151
H128 -0.10 5.95 3.97  0.4452
H129 -1.47 5.37 3.03  0.2550
H130 -0.24 3.63 2.00  -0.7677
H131 2.19 3.17 2.28  -0.0016
H132 2.42 4.76 3.06  0.5687
H133 3.86 4.17 1.07  0.1502
H134 3.63 5.83 1.66  0.4177
H135 3.46 5.48 -0.06  0.3283
H136 -0.68 3.17 4.50  0.0610
H137 0.72 2.39 4.08  0.1141
C53 5.77 -2.54 -0.71  -0.6235
C54 6.55 -3.82 -1.04  0.3739
C55 5.70 -4.89 -1.67  -0.2439
O16 6.48 -6.03 -2.08  -0.4384
C56 7.40 -6.57 -1.14  -0.6773
N12 7.67 -3.37 -1.89  -0.3053
H138 4.88 -2.60 -0.05  0.5726
H139 5.42 -1.98 -1.58  -0.2721
H140 6.45 -1.78 -0.26  0.0428
H141 6.91 -4.25 -0.08  -0.0820
H142 5.27 -4.55 -2.60  -0.1238
H143 4.87 -5.19 -1.03  0.4158
H144 8.11 -5.79 -0.86  0.2785
H145 7.76 -7.40 -1.69  0.3156
H146 6.81 -6.80 -0.24  0.2672
H147 8.04 -4.15 -2.47  0.3111
H148 8.47 -3.01 -1.34  0.1395
C57 -1.05 7.37 -1.29  -1.6141
C58 -1.25 5.95 -1.84  1.1341
C59 -1.01 5.72 -3.35  -0.2342
O17 -1.71 6.67 -4.15  -0.3705
C60 -1.42 6.64 -5.53  -0.4872
N13 -0.43 4.93 -1.24  0.3352
H149 -1.31 7.40 -0.21  0.3286
H150 -1.64 8.13 -1.81  0.3777
H151 0.04 7.60 -1.31  0.3234
H152 -2.27 5.63 -1.59  -0.5967
H153 -1.27 4.69 -3.61  -0.0140
H154 0.10 5.75 -3.50  0.3272
H155 -2.19 7.23 -6.03  0.2761
H156 -1.55 5.59 -5.84  0.0492
H157 -0.39 6.91 -5.77  0.2879
H158 0.58 5.06 -1.41  0.0233
H159 -0.52 4.93 -0.23  -0.2856
C61 -5.51 -4.21 -7.54  -1.5096
C62 -5.25 -3.92 -6.05  0.5377
C63 -4.03 -3.01 -5.83  -0.7921
O18 -3.95 -2.70 -4.43  0.0180
C64 -2.98 -1.80 -4.05  0.1122
N14 -6.49 -3.33 -5.53  -0.7189
H160 -6.37 -4.87 -7.59  0.3836
H161 -4.69 -4.67 -8.09  0.3609
H162 -5.72 -3.30 -8.08  0.3513
H163 -5.11 -4.88 -5.51  0.2253
H164 -4.13 -2.08 -6.45  0.2842
H165 -3.09 -3.52 -6.12  0.3802
H166 -3.24 -0.80 -4.45  0.4602
H167 -1.94 -2.10 -4.43  0.1789
H168 -3.02 -1.71 -2.98  -0.6678
H169 -6.32 -3.06 -4.56  0.2200
H170 -6.66 -2.46 -6.00  0.3156
C65 -4.49 -4.33 3.25  -1.2499
C66 -3.18 -3.77 3.81  -0.1344
C67 -2.26 -3.20 2.77  2.1708
O19 -1.00 -2.81 3.36  -0.5042
C68 -0.01 -2.36 2.54  -0.6095
N15 -3.48 -2.85 4.86  -0.6054
H171 -4.95 -3.47 2.75  -0.2781
H172 -5.18 -4.63 4.02  0.5364
H173 -4.42 -5.05 2.47  0.3318
H174 -2.61 -4.60 4.26  0.5108
H175 -2.76 -2.32 2.31  -1.1354
H176 -2.01 -3.98 1.99  -0.5379
H177 0.28 -3.10 1.80  0.4415
H178 0.79 -2.17 3.24  0.2999
H179 -0.26 -1.47 1.95  0.0472
H180 -2.61 -2.59 5.32  0.4031
H181 -3.88 -2.01 4.41  0.1038

## Properties
Strongest force on any atom, eV/A: 3.14
DFT total energy, a.u.: -4949.9071
Energy above the lowest of the compared OMol25 structures with the same formula, charge and spin, kcal per mole: 0.0
LUMO, eV: 0.5


C11H15N | ωB97M-V/def2-TZVPD

Last column: natural (NBO) charge in e.
Element x y z (Å)
C1 -3.70 0.93 -0.28  -0.6378
C2 -1.11 0.72 -0.11  -0.0938
C3 -2.32 1.42 0.14  -0.0907
C4 -0.09 1.41 0.61  0.1470
C5 -2.05 2.39 1.05  -0.0414
C6 0.59 -0.69 -1.02  -0.2490
C7 1.55 -0.16 -0.11  -0.2113
C8 -0.69 -0.25 -1.03  -0.1872
C9 1.22 0.92 0.70  -0.2381
N1 -0.68 2.42 1.32  -0.5298
H1 1.02 -1.33 -1.80  0.2153
H2 2.46 -0.63 0.15  0.2067
H3 -1.52 -0.58 -1.63  0.2104
H4 1.96 1.36 1.35  0.2121
H5 -4.36 1.56 -0.84  0.2208
H6 -4.17 0.59 0.64  0.2241
H7 -2.80 3.00 1.54  0.2105
H8 -0.35 3.20 1.86  0.4153
H9 -3.57 0.20 -1.11  0.2158
C10 3.45 -3.21 -1.03  -0.6169
C11 2.64 -4.00 0.01  -0.6268
H10 2.94 -3.03 -1.99  0.2046
H11 3.58 -2.20 -0.65  0.2008
H12 4.46 -3.55 -1.24  0.2084
H13 3.35 -4.73 0.47  0.2041
H14 1.92 -4.76 -0.33  0.2141
H15 2.28 -3.35 0.78  0.2129

## Properties
Strongest force on any atom, eV/A: 2.49
DFT total energy, a.u.: -482.8683
Energy above the lowest of the compared OMol25 structures with the same formula, charge and spin, kcal per mole: 29.4
Structure (SMILES): Cc1c[nH]c2ccccc12.CC
LUMO, eV: 0.9